DFT (the ωB97M-V functional and the def2-TZVPD basis) results for a 2-piece molecular cluster, C6H8N overall.

Its orbital gap is 9.79 eV. As for the spin multiplicity: 1. The calculated total energy is -287.75515 Ha. The charge is +1. The LUMO energy comes out at -5.26 eV. The HOMO energy comes out at -15.049 eV.

Each line ends with the Mulliken charge.
Positions of all 15 atoms, in Å:
C  -1.996  -1.820  -1.785  0.05
C  0.291  -1.783  0.843  -0.58
C  0.299  -0.721  0.126  0.27
C  -0.229  1.721  0.307  -0.45
C  1.227  1.614  0.686  -0.45
C  0.636  0.553  -0.323  0.04
N  -1.527  -1.188  -0.965  -0.42
H  -2.423  -2.394  -2.556  0.37
H  -0.390  -2.532  0.489  0.36
H  1.096  -2.015  1.551  0.30
H  -0.918  1.441  1.072  0.29
H  -0.550  2.620  -0.290  0.27
H  1.917  2.334  0.271  0.30
H  1.452  1.277  1.810  0.25
H  1.114  0.893  -1.237  0.40

DFT (the ωB97M-V functional and the def2-TZVPD basis) results for a 2-piece molecular cluster, C6H8N overall.

Its orbital gap is 8.05 eV. As for the spin multiplicity: 1. The calculated total energy is -287.73498 Ha. The charge is +1. The LUMO energy comes out at -5.38 eV. The HOMO energy comes out at -13.431 eV.

Each line ends with the Mulliken charge.
Positions of all 15 atoms, in Å:
C  0.062  1.259  -0.297  0.23
C  -0.985  0.384  -0.248  0.07
C  1.088  1.904  -0.097  -0.39
C  -2.062  -0.096  0.091  0.19
C  2.616  0.180  -0.208  -0.35
C  -3.313  -0.691  0.370  -1.22
N  2.021  -1.019  -0.246  -0.26
H  1.811  2.597  0.246  0.51
H  2.981  0.726  -1.056  0.41
H  3.295  0.279  0.724  0.32
H  -3.375  -1.383  1.163  0.35
H  -3.600  -1.137  -0.588  0.30
H  -4.013  0.128  0.729  0.30
H  1.625  -1.631  0.525  0.28
H  1.847  -1.500  -1.107  0.28

DFT (the ωB97M-V functional and the def2-TZVPD basis) results for a 2-piece molecular cluster, C6H8N overall.

Its orbital gap is 9.93 eV. As for the spin multiplicity: 1. The calculated total energy is -287.72042 Ha. The charge is +1. The LUMO energy comes out at -4.74 eV. The HOMO energy comes out at -14.671 eV.

Each line ends with the Mulliken charge.
Positions of all 15 atoms, in Å:
C  1.721  -0.161  0.242  0.14
C  -1.798  -1.057  -0.577  -0.38
C  -1.747  -1.167  -1.909  -0.59
C  -1.258  0.015  0.109  0.62
C  2.852  -0.751  0.238  -0.72
C  -0.150  1.910  1.287  -0.47
N  -0.935  0.949  0.708  0.14
H  -1.284  -0.418  -2.533  0.28
H  -2.248  -1.821  0.047  0.34
H  -2.188  -2.022  -2.396  0.29
H  3.729  -0.130  0.404  0.24
H  3.117  -1.786  0.094  0.29
H  -0.391  2.881  0.853  0.28
H  -0.317  1.934  2.364  0.29
H  0.898  1.623  1.069  0.25

DFT (the ωB97M-V functional and the def2-TZVPD basis) results for an isolated ion of composition C6H8N and charge +1.

As for the SMILES: C=CC=C=[N+]=CC. Its orbital gap (alpha / beta) is 7.43 / 7.43 eV. As for the spin multiplicity: 1. The calculated total energy is -287.75904 Ha. The charge is +1. The LUMO energy (alpha / beta) comes out at -5.91 / -5.91 eV. The HOMO energy (alpha / beta) comes out at -13.341 / -13.340 eV.

Each line ends with the Mulliken charge.
Positions of all 15 atoms, in Å:
C  0.245  -0.294  0.485  0.60
C  -1.329  1.332  -0.335  0.00
C  1.957  -3.406  -0.098  -0.49
C  1.132  -2.371  0.030  -0.16
C  1.168  -1.191  0.852  -0.49
C  -1.157  2.926  -0.186  -0.94
N  -0.496  0.481  -0.111  0.02
H  -2.232  1.048  -0.844  0.40
H  2.437  -3.763  0.871  0.22
H  2.388  -3.754  -0.991  0.28
H  0.635  -1.981  -0.870  0.22
H  1.768  -1.217  1.729  0.39
H  -0.741  3.446  -1.013  0.32
H  -2.136  3.391  -0.070  0.32
H  -0.567  3.156  0.732  0.31

DFT (the ωB97M-V functional and the def2-TZVPD basis) results for C6H8N as an isolated structure.

Its orbital gap is 9.13 eV. As for the spin multiplicity: 1. The calculated total energy is -287.61918 Ha. The charge is +1. The LUMO energy comes out at -3.72 eV. The HOMO energy comes out at -12.854 eV.

Each line ends with the Mulliken charge.
Positions of all 15 atoms, in Å:
C  -0.032  0.410  -0.057  -0.15
C  1.043  0.609  0.445  0.08
C  -1.293  0.006  -0.515  -0.03
C  2.872  0.235  0.738  -0.30
C  -2.130  -0.675  0.469  -0.46
C  3.373  -0.184  -0.480  -0.34
N  -2.516  0.721  0.221  -0.25
H  -1.382  0.027  -1.569  0.38
H  -2.906  -1.351  0.173  0.30
H  -1.680  -0.890  1.400  0.33
H  2.767  -0.030  -1.342  0.27
H  3.037  -1.050  0.331  0.28
H  4.505  -0.197  -0.505  0.30
H  -2.300  1.342  0.979  0.30
H  -3.359  1.029  -0.287  0.30

DFT (the ωB97M-V functional and the def2-TZVPD basis) results for C6H8N2 as an isolated structure.

Its orbital gap is 8.81 eV. As for the spin multiplicity: 1. The calculated total energy is -342.76900 Ha. The charge is 0. The LUMO energy comes out at 0.58 eV. The HOMO energy comes out at -8.229 eV.

Each line ends with the Mulliken charge.
Positions of all 16 atoms, in Å:
C  -1.944  0.094  1.383  -0.85
C  -1.415  -1.222  0.890  -0.16
C  -0.408  -1.227  -0.135  -0.53
C  1.829  -0.003  -0.363  -0.20
C  2.350  1.154  -0.989  -0.30
C  0.374  1.146  -1.331  -0.19
H  -2.746  0.090  0.613  0.25
H  -1.306  0.843  1.091  0.28
H  -1.934  -0.152  2.560  0.30
H  -1.687  -2.139  1.520  0.34
H  -0.113  -2.104  -0.466  0.55
H  2.233  -1.101  0.023  0.23
H  3.520  1.319  -1.283  0.25
H  -0.678  1.438  -1.517  0.35
N  0.509  -0.018  -0.467  0.19
N  1.417  1.883  -1.528  -0.50

DFT (the ωB97M-V functional and the def2-TZVPD basis) results for one molecule with the formula C6H8N2.

Its orbital gap is 9.35 eV. As for the spin multiplicity: 1. The calculated total energy is -342.65651 Ha. The charge is 0. The LUMO energy comes out at -0.58 eV. The HOMO energy comes out at -9.929 eV.

Each line ends with the Mulliken charge.
Positions of all 16 atoms, in Å:
C  -2.130  -0.769  1.041  -0.74
C  -2.656  0.125  0.259  0.46
C  -1.073  -0.768  -0.050  0.22
C  1.564  -0.599  -0.777  -1.22
C  0.583  1.253  0.821  -1.32
C  0.623  -0.164  0.433  0.28
N  -2.485  0.655  -0.946  -0.45
N  -1.403  0.078  -1.302  -0.17
H  -0.946  -1.852  -0.379  0.48
H  1.375  -1.660  -0.935  0.36
H  2.547  -0.154  -0.644  0.37
H  1.138  -0.160  -1.701  0.34
H  0.252  1.382  1.801  0.38
H  0.036  1.906  0.198  0.35
H  1.673  1.429  0.878  0.35
H  0.903  -0.702  1.303  0.32

DFT (the ωB97M-V functional and the def2-TZVPD basis) results for one molecule with the formula C6H8N2.

As for the SMILES: C1=C[C@@H]2CN2C=NC1. Its orbital gap is 9.48 eV. As for the spin multiplicity: 1. The calculated total energy is -342.77673 Ha. The charge is 0. The LUMO energy comes out at 0.89 eV. The HOMO energy comes out at -8.590 eV.

Each line ends with the Mulliken charge.
Positions of all 16 atoms, in Å:
C  1.276  1.269  0.006  -0.48
C  1.345  0.213  -1.148  -0.32
C  0.609  -0.965  -1.318  -0.60
C  -0.351  -1.280  -0.196  -0.04
C  -1.819  -1.176  -0.197  -0.18
C  -0.554  0.609  1.318  -0.06
H  0.789  2.191  -0.475  0.25
H  2.344  1.436  0.391  0.32
H  2.156  0.420  -1.807  0.39
H  0.879  -1.565  -2.265  0.27
H  0.013  -1.870  0.596  0.33
H  -2.385  -1.633  0.675  0.27
H  -2.311  -1.129  -1.243  0.24
H  -1.245  0.787  2.086  0.46
N  -1.043  0.065  0.225  -0.29
N  0.575  1.270  1.382  -0.57

DFT (the ωB97M-V functional and the def2-TZVPD basis) results for C6H8N2 as an isolated structure.

Its orbital gap is 9.35 eV. As for the spin multiplicity: 1. The calculated total energy is -342.69680 Ha. The charge is 0. The LUMO energy comes out at 0.42 eV. The HOMO energy comes out at -8.929 eV.

Each line ends with the Mulliken charge.
Positions of all 16 atoms, in Å:
C  0.946  -1.507  -0.060  -1.00
C  0.524  0.015  -0.118  0.68
C  1.037  0.863  0.850  -0.37
C  2.477  0.543  1.296  0.09
C  -1.654  1.324  -0.481  -0.28
C  -1.907  -0.096  -0.631  -0.51
H  2.176  -1.761  -0.213  0.38
H  0.210  -2.179  -1.194  0.24
H  0.569  -2.096  1.119  0.25
H  0.624  1.935  0.874  0.28
H  -1.781  1.956  0.543  0.29
H  -2.017  1.869  -1.419  0.22
H  -2.327  -0.749  -1.394  0.24
H  -1.970  -0.839  0.228  0.20
N  3.685  0.401  1.456  -0.47
N  -0.592  0.319  -0.855  -0.24

DFT (the ωB97M-V functional and the def2-TZVPD basis) results for one molecule with the formula C6H8N2.

As for the SMILES: C=C1N=CN[C@@H]2C[C@@H]12. Its orbital gap is 9.11 eV. As for the spin multiplicity: 1. The calculated total energy is -342.70915 Ha. The charge is 0. The LUMO energy comes out at 1.10 eV. The HOMO energy comes out at -8.013 eV.

Each line ends with the Mulliken charge.
Positions of all 16 atoms, in Å:
C  -2.444  -0.476  0.217  -0.75
C  -1.284  -0.069  -0.073  0.18
C  0.182  1.962  -0.284  -0.01
C  1.077  -0.231  0.460  0.09
C  1.054  -1.723  -0.363  -0.71
C  0.125  -0.561  -0.429  0.05
H  -3.206  0.310  0.423  0.32
H  -2.310  -1.606  0.468  0.24
H  0.360  3.047  -0.686  0.33
H  1.998  1.701  0.880  0.27
H  0.903  -0.616  1.528  0.14
H  1.746  -1.903  -1.287  0.27
H  0.924  -2.339  0.568  0.26
H  0.366  -0.106  -1.484  0.16
N  -0.983  1.492  -0.223  -0.46
N  1.493  1.119  0.285  -0.37

Number 1: strongest force on any atom 0.078 hartree/bohr. Number 2: strongest force on any atom 0.075 hartree/bohr. Number 3: strongest force on any atom 0.066 hartree/bohr. Number 4: strongest force on any atom 0.129 hartree/bohr. Number 5: strongest force on any atom 0.084 hartree/bohr. Number 6: strongest force on any atom 0.145 hartree/bohr. Number 7: strongest force on any atom 0.079 hartree/bohr. Number 8: strongest force on any atom 0.125 hartree/bohr. Number 9: strongest force on any atom 0.144 hartree/bohr. Number 10: strongest force on any atom 0.155 hartree/bohr.